Computed, not measured: the molecule C4H8O2, with ωB97M-V/def2-TZVPD.

Calculated values
Relative energy (zero: lowest compared OMol25 entry of this formula, charge and spin) = 2.465 eV
DFT total energy = -8370.8163 eV
Structure (SMILES) = CCO[C@@H]1CO1
HOMO level = -9.649 eV
Lowest unoccupied orbital energy = 0.0408 Ha

CARTESIAN COORDINATES (ANGSTROEM)
O  1.6866  -0.5979  0.7785
O  -0.4079  0.6216  0.4743
C  -0.6568  -0.0122  -0.7708
C  2.0461  0.7570  0.4083
C  -1.8695  -0.8818  -0.5135
C  0.8039  0.4493  1.0844
H  0.2117  -0.5988  -1.0854
H  -1.6096  -1.6100  0.2615
H  0.6863  0.5872  2.1566
H  -2.2129  -1.4064  -1.4074
H  -0.8479  0.7547  -1.5334
H  2.0300  0.8779  -0.6700
H  2.8162  1.3134  0.9373
H  -2.6762  -0.2540  -0.1204

Atomic partial charges in e from the natural (NBO) method, atoms 1 to 8: -0.50 -0.53 -0.08 -0.16 -0.62 0.35 0.19 0.21

Computed, not measured: a structure of composition C11H12N4PdSTe, with ωB97M-V/def2-TZVPD.

Calculated values
Total charge = -2
DFT total energy = -39167.1353 eV
HOMO level = 1.241 eV
Lowest unoccupied orbital energy = 0.1838 Ha

CARTESIAN COORDINATES (ANGSTROEM)
Te  -1.7864  2.4104  0.9122
Pd  -0.2110  0.4191  0.8897
S  0.1905  2.1076  2.5499
N  2.7515  1.2644  1.8964
N  1.9475  -0.5037  0.6161
N  -1.2615  -2.0406  0.8934
N  2.4882  3.4533  1.6577
C  2.8379  -0.0288  1.5252
C  -1.5518  -0.9190  3.1545
C  3.8658  -2.2063  1.7077
C  3.4307  3.2407  2.6358
C  -1.2158  -1.1887  1.7200
C  3.6359  1.9220  2.7931
C  1.7741  2.2175  1.3446
C  3.8236  -0.8873  2.0848
C  2.0262  -1.7870  0.2739
C  1.7833  4.6921  1.5062
C  2.9452  -2.6917  0.7770
H  0.9186  4.7536  2.1778
H  1.2750  -2.1128  -0.4374
H  -2.0155  0.0597  3.2553
H  1.4003  4.7599  0.4859
H  4.5374  -0.5026  2.7976
H  4.6147  -2.8625  2.1395
H  3.9376  4.0537  3.1378
H  4.3294  1.4234  3.4467
H  -2.2259  -1.7007  3.5199
H  2.9248  -3.7292  0.4719
H  -0.6375  -0.9138  3.7426
H  2.4641  5.5266  1.6987

Atomic partial charges in e from the natural (NBO) method, atoms 1 to 8: -0.65 0.31 -0.44 -0.44 -0.51 -0.56 -0.48 0.40

Computed, not measured: the molecule C12H12N4O in a non-equilibrium geometry, with ωB97M-V/def2-TZVPD.

Calculated values
Relative energy (zero: lowest compared OMol25 entry of this formula, charge and spin) = 0.615 eV
DFT total energy = -20645.2227 eV
Structure (SMILES) = O=C(NNCc1ccccc1)c1ncccn1
HOMO level = -8.579 eV
Lowest unoccupied orbital energy = -0.0004 Ha

CARTESIAN COORDINATES (ANGSTROEM)
O  -1.2162  -1.2375  1.2740
N  0.3953  0.6506  0.0702
N  -0.2609  -3.9230  2.0175
N  0.7526  -0.6781  0.4256
N  1.7770  -3.1834  1.1784
C  -0.5090  2.3284  -1.4488
C  2.3221  -4.3423  1.4360
C  0.1494  0.9526  -1.3432
C  -1.6666  4.9080  -1.3872
C  -0.0475  -1.5762  1.1060
C  0.2697  -5.1297  2.3219
C  -2.4535  3.7615  -1.3382
C  0.2993  3.5016  -1.4819
C  -0.3024  4.7860  -1.4044
C  0.4801  -2.9675  1.3977
C  1.5968  -5.3805  2.0275
C  -1.9304  2.4752  -1.3802
H  -0.4067  -5.9073  2.6934
H  2.0460  -6.3495  2.2820
H  0.2820  5.7074  -1.4308
H  -2.1142  5.9071  -1.3369
H  1.0995  0.9662  -1.8766
H  -2.6010  1.5963  -1.3635
H  1.3693  3.4791  -1.4966
H  3.3806  -4.4756  1.2931
H  -0.3854  0.9667  0.6474
H  1.6795  -0.9649  0.2434
H  -0.4667  0.2070  -1.8247
H  -3.5385  3.9221  -1.3011

Atomic partial charges in e from the natural (NBO) method, atoms 1 to 8: -0.60 -0.45 -0.39 -0.44 -0.45 -0.02 0.07 -0.24

Computed, not measured: a cluster of 2 separate species, CH3O4S2 in total in a non-equilibrium geometry, with ωB97M-V/def2-TZVPD.

Calculated values
Relative energy (zero: lowest compared OMol25 entry of this formula, charge and spin) = 1.072 eV
Total charge = -1
DFT total energy = -30946.8814 eV
HOMO level = -4.932 eV
Lowest unoccupied orbital energy = 0.1239 Ha

CARTESIAN COORDINATES (ANGSTROEM)
S  3.1788  0.7710  0.0738
S  -1.2974  0.4515  0.1837
O  -0.1910  0.9591  -0.6672
O  -2.6022  0.8241  -0.3369
O  -1.0795  0.5541  1.5532
O  -1.3441  -1.2213  -0.0942
C  1.8994  -0.1127  0.1356
H  0.9633  -0.0647  0.8741
H  1.8775  -0.8987  -0.6476
H  -1.4049  -1.2624  -1.0746

Atomic partial charges in e from the natural (NBO) method, atoms 1 to 8: -0.03 2.55 -1.01 -1.02 -0.99 -0.94 -0.45 0.25

Computed, not measured: a cluster of 9 separate species, C26H69N4O16 in total in a non-equilibrium geometry, with ωB97M-V/def2-TZVPD.

Calculated values
Total charge = -1
DFT total energy = -66795.0584 eV
HOMO level = -6.605 eV
Lowest unoccupied orbital energy = 0.0873 Ha

CARTESIAN COORDINATES (ANGSTROEM)
O  8.4142  25.5902  -6.2205
O  6.6140  24.2467  -11.3384
O  8.8183  24.4970  -8.0439
O  4.3497  20.1041  -7.9773
O  6.8600  28.9495  -7.3169
O  11.1829  23.2736  -6.8862
O  4.8962  25.2402  -1.2756
O  11.7048  28.3194  -6.6462
O  14.9409  30.3678  -2.5567
O  6.4656  26.8323  -1.5742
O  10.4053  28.6806  -4.2858
O  5.2041  25.9686  -3.2515
O  9.3768  26.3605  -10.4929
O  4.7775  22.0796  -3.0243
O  7.7354  26.3871  -8.1417
O  9.3969  20.5222  -15.7031
N  8.3293  25.4928  -7.4673
N  5.5426  21.8828  -5.8675
N  13.3992  28.0147  -4.0210
N  7.4991  22.7882  -13.5719
C  11.1239  28.1741  -3.1768
C  15.4461  29.1250  -2.9904
C  8.5687  20.8957  -14.6102
C  8.8721  27.2285  -11.4755
C  11.4276  23.5513  -5.5407
C  5.1381  28.0916  -4.4479
C  5.1467  21.3604  -1.8751
C  5.0535  22.2443  -7.2007
C  5.0983  25.3001  0.1236
C  5.6733  23.0937  -5.0418
C  12.5134  28.8047  -3.1547
C  6.1021  29.0119  -8.5162
C  5.8261  26.7640  -4.2791
C  5.7687  24.5688  -10.2569
C  5.6135  26.1134  -2.0033
C  5.2491  21.1844  -8.2424
C  8.0941  22.3312  -14.8244
C  4.3100  19.1871  -9.0458
C  9.8498  19.1994  -15.5991
C  9.0005  28.4046  -4.2814
C  11.1028  27.4013  -7.5442
C  6.0051  24.4851  -12.5932
C  14.7346  28.6458  -4.2620
C  6.9278  24.1276  -13.7183
C  5.9000  22.7626  -3.5897
C  15.6134  30.8961  -1.4565
H  6.1260  23.6408  -2.9838
H  5.3266  21.9789  -0.9840
H  4.0280  22.6351  -7.1948
H  7.7240  24.8728  -13.8217
H  11.0090  26.4486  -7.0115
H  6.7427  22.1406  -13.3650
H  11.6993  27.2960  -8.4483
H  9.0533  18.4540  -15.7021
H  4.8135  26.3002  0.4683
H  11.0733  28.5247  -5.9183
H  6.7930  22.1222  -3.5726
H  5.0977  28.5900  -8.4118
H  5.0560  23.7615  -10.0391
H  6.4121  24.2253  -14.6885
H  10.5263  23.8458  -4.9931
H  7.9826  26.8028  -11.9626
H  8.7586  26.4658  -9.7382
H  6.0230  20.7140  -1.9794
H  6.5323  23.6895  -5.3649
H  12.4416  29.8431  -3.4910
H  8.9491  22.9414  -15.1086
H  7.7161  20.2210  -14.4717
H  15.3558  28.3211  -2.2515
H  5.1258  21.5562  -9.2651
H  16.5007  29.2781  -3.2646
H  7.1933  28.0371  -7.2382
H  8.8927  27.3200  -4.3495
H  12.8905  28.7315  -2.1352
H  5.1052  23.8467  -12.6073
H  4.8696  28.6029  -3.5249
H  5.7004  23.0811  -7.5010
H  8.5772  28.9349  -5.1325
H  4.2196  27.9862  -5.0323
H  5.3146  18.8616  -9.3409
H  10.3650  19.0354  -14.6469
H  11.2123  27.0832  -3.2353
H  4.7753  23.7245  -5.1214
H  7.3695  22.2621  -15.6500
H  8.5852  28.2285  -11.1265
H  6.1408  25.1798  0.4255
H  15.8339  30.1553  -0.6715
H  6.4549  24.6103  -9.4112
H  6.8723  26.8839  -3.9799
H  13.0072  28.1009  -4.9607
H  6.2696  20.7865  -8.1788
H  3.8103  19.6020  -9.9253
H  3.7943  18.3071  -8.6644
H  12.1726  24.3418  -5.3756
H  10.5527  19.0244  -16.4128
H  8.5312  28.8174  -3.3827
H  14.9697  31.6239  -0.9584
H  16.5781  31.3493  -1.7227
H  11.8378  22.6828  -5.0102
H  14.6265  29.3946  -5.0566
H  15.4296  27.9297  -4.7146
H  9.6095  27.3907  -12.2656
H  5.7757  28.7501  -5.0419
H  6.5872  28.4029  -9.2865
H  5.9247  26.1404  -5.1659
H  10.5949  28.3971  -2.2422
H  6.1159  30.0565  -8.8192
H  4.7468  21.4347  -5.4099
H  9.1922  20.8477  -13.7108
H  5.2223  25.5092  -10.3671
H  4.2772  20.7395  -1.6348
H  10.1087  27.7186  -7.8780
H  10.3287  23.6544  -7.1450
H  5.7534  25.5522  -12.6677
H  4.4759  24.5519  0.6025

Atomic partial charges in e from the Mulliken method, atoms 1 to 8: -0.60 -0.22 -0.75 -0.33 -0.51 -0.58 -0.29 -0.60

- Which formula does entry 3 have?
  C12H12N4O

- The highest HOMO level belongs to which entry?
  C11H12N4PdSTe

- Which value of lowest unoccupied orbital energy does entry 4 give?
  0.1239 Ha